Entry P
12
Properties=species:S:1:pos:R:3:mulliken_charge:R:1 method="wB97M-V/def2-TZVPD" molar_mass_da=76.16 gap_ha=0.352 lumo_ev=1.1 total_charge=0
C 0.550 -1.348 -1.339 -1.049
C 0.274 -0.605 -0.014 -0.398
S 0.423 1.179 -0.199 -0.098
C -0.694 1.683 1.100 -0.880
H 0.074 -2.326 -1.315 0.312
H 1.610 -1.571 -1.379 0.282
H 0.221 -0.728 -2.166 0.318
H 1.016 -0.912 0.726 0.293
H -0.670 -0.899 0.441 0.321
H -1.736 1.486 0.858 0.296
H -0.429 1.272 2.072 0.289
H -0.639 2.769 1.216 0.313



Entry Q
12
Properties=species:S:1:pos:R:3:mulliken_charge:R:1 method="wB97M-V/def2-TZVPD" molar_mass_da=76.16 gap_ha=0.349 lumo_ev=1.1 total_charge=0
C -0.556 -1.674 0.422 -0.974
C -1.170 -0.213 0.344 -0.494
S 0.049 0.791 -0.659 -0.126
C 1.500 0.580 0.345 -0.830
H 0.519 -1.778 0.199 0.303
H -1.120 -2.199 -0.259 0.325
H -0.710 -2.206 1.384 0.259
H -1.264 0.133 1.356 0.269
H -2.156 -0.272 -0.091 0.370
H 1.614 1.465 0.710 0.346
H 2.379 0.277 -0.369 0.231
H 1.299 -0.237 0.941 0.322



Quick one: most stable of them? entry P